# C2H2FP

C2H2FP in the gas phase (wB97M-V/def2-TZVPD, the Open Molecules 2025 dataset).

Element x y z (Å)
F  -1.414  1.215  -0.169
C  -0.230  0.355  0.324
C  0.428  -0.499  -0.564
P  1.753  0.328  0.010
H  -0.618  0.055  1.288
H  0.079  -1.453  -0.888

Its SMILES is F[C@H]1C=P1. The value obtained for the LUMO energy is -0.027 Eh. As for the net charge: 0. The spin multiplicity is 1. The value obtained for the energy above the lowest of the compared OMol25 structures with the same formula, charge and spin is 2.148 eV. The molar mass comes out at 76.0 g mol⁻¹. The HOMO energy is -0.361 hartree. For the orbital gap, the calculation gives 0.3334 Ha.

Now the Mulliken charges, all in e: atom 1 (F): -0.3332, atom 2 (C): -0.1602, atom 3 (C): -0.0870, atom 4 (P): -0.0033, atom 5 (H): 0.2481, atom 6 (H): 0.3356

# C2H2FeO2

A molecular structure, C2H2FeO2 (wB97M-V/def2-TZVPD, the Open Molecules 2025 dataset).

Element x y z (Å)
O  -2.058  0.895  -0.093
C  -0.708  0.883  0.067
C  -0.130  -0.330  0.209
O  1.134  -0.636  -0.229
Fe  1.455  1.195  0.170
H  -1.115  -1.162  0.067
H  -2.354  -0.188  -0.105

The value obtained for the LUMO energy (alpha / beta) is -0.050 / -0.054 Eh. As for the net charge: 0. The spin multiplicity is 5. As for the expectation value of S²: 6.02. The value obtained for the energy above the lowest of the compared OMol25 structures with the same formula, charge and spin is 0.437 eV. The molar mass comes out at 113.9 g mol⁻¹. The HOMO energy (alpha / beta) is -0.288 / -0.280 hartree. For the orbital gap (alpha / beta), the calculation gives 0.2382 / 0.2262 Ha.

Now the Mulliken charges, all in e: atom 1 (O): -0.3508, atom 2 (C): 0.0139, atom 3 (C): 0.1370, atom 4 (O): -0.6223, atom 5 (Fe): 0.5136, atom 6 (H): 0.0509, atom 7 (H): 0.2577

# C2H2GdO2

A molecular structure, C2H2GdO2 (wB97M-V/def2-TZVPD, the Open Molecules 2025 dataset).

Element x y z (Å)
H  -2.187  -1.575  0.722
C  -2.277  -0.727  0.053
C  -2.554  0.356  -0.432
H  -2.973  1.342  -0.593
O  1.445  -0.924  0.151
O  2.166  0.397  -0.069
Gd  0.125  0.739  0.269

The value obtained for the LUMO energy (alpha / beta) is -0.204 / -0.253 Eh. As for the net charge: +1. The spin multiplicity is 8. As for the expectation value of S²: 16.34. The value obtained for the energy above the lowest of the compared OMol25 structures with the same formula, charge and spin is 1.182 eV. The molar mass comes out at 215.3 g mol⁻¹. The HOMO energy (alpha / beta) is -0.545 / -0.474 hartree. For the orbital gap (alpha / beta), the calculation gives 0.3411 / 0.2214 Ha.

Now the Mulliken charges, all in e: atom 1 (H): 0.4372, atom 2 (C): -0.2884, atom 3 (C): -0.4069, atom 4 (H): 0.4540, atom 5 (O): -0.3220, atom 6 (O): -0.3614, atom 7 (Gd): 1.4873

# C2H2I2NO

A gas-phase ion, C2H2I2NO (charge -1) (wB97M-V/def2-TZVPD, the Open Molecules 2025 dataset).

Element x y z (Å)
O  -1.258  0.393  -2.160
N  -0.620  0.144  -1.089
C  0.388  -0.481  -0.500
I  2.489  1.098  -0.373
C  -0.677  0.139  0.288
I  -2.160  -0.960  1.409
H  0.921  -1.374  -0.508
H  -0.381  1.123  0.714

Its SMILES is [O-]N1[C@@H](I)[C@@H]1I. The value obtained for the LUMO energy (alpha / beta) is 0.100 / 0.100 Eh. As for the net charge: -1. The spin multiplicity is 1. The value obtained for the energy above the lowest of the compared OMol25 structures with the same formula, charge and spin is 0.946 eV. The molar mass comes out at 309.9 g mol⁻¹. The HOMO energy (alpha / beta) is -0.129 / -0.129 hartree. For the orbital gap (alpha / beta), the calculation gives 0.2291 / 0.2291 Ha.

Now the Mulliken charges, all in e: atom 1 (O): -0.7420, atom 2 (N): 0.3878, atom 3 (C): -0.6278, atom 4 (I): -0.5883, atom 5 (C): 0.0090, atom 6 (I): -0.1362, atom 7 (H): 0.3935, atom 8 (H): 0.3040

# C2H2I2S

A molecular structure, C2H2I2S (wB97M-V/def2-TZVPD, the Open Molecules 2025 dataset).

Element x y z (Å)
C  0.099  0.741  0.527
C  -0.126  -0.359  -0.510
S  0.615  2.254  0.158
I  1.476  -1.746  -0.258
I  -2.045  -1.252  0.026
H  0.011  0.337  1.651
H  -0.030  0.025  -1.593

The value obtained for the LUMO energy is -0.038 Eh. As for the net charge: 0. The spin multiplicity is 1. The value obtained for the energy above the lowest of the compared OMol25 structures with the same formula, charge and spin is 0.162 eV. The molar mass comes out at 311.9 g mol⁻¹. The HOMO energy is -0.339 hartree. For the orbital gap, the calculation gives 0.3013 Ha.

Now the Mulliken charges, all in e: atom 1 (C): -0.1823, atom 2 (C): -0.6769, atom 3 (S): -0.1784, atom 4 (I): 0.1504, atom 5 (I): 0.1421, atom 6 (H): 0.2897, atom 7 (H): 0.4553

# C2H2IN

2 unconnected molecules or ions with the total composition C2H2IN (wB97M-V/def2-TZVPD, the Open Molecules 2025 dataset).

Element x y z (Å)
C  -0.116  1.048  0.933
C  -0.286  0.482  -0.266
N  0.136  1.497  1.976
I  0.921  -3.365  -1.009
H  -0.933  -0.412  -0.451
H  0.278  0.751  -1.183

The value obtained for the LUMO energy (alpha / beta) is -0.174 / -0.174 Eh. As for the net charge: 0. The spin multiplicity is 1. The value obtained for the energy above the lowest of the compared OMol25 structures with the same formula, charge and spin is 3.564 eV. The molar mass comes out at 166.9 g mol⁻¹. The HOMO energy (alpha / beta) is -0.311 / -0.312 hartree. For the orbital gap (alpha / beta), the calculation gives 0.1377 / 0.1381 Ha.

Now the Mulliken charges, all in e: atom 1 (C): 0.4864, atom 2 (C): -0.5698, atom 3 (N): -0.2272, atom 4 (I): -0.2294, atom 5 (H): 0.2666, atom 6 (H): 0.2734

# C2H2IN

2 unconnected molecules or ions with the total composition C2H2IN (wB97M-V/def2-TZVPD, the Open Molecules 2025 dataset).

Element x y z (Å)
C  0.613  -0.393  -0.668
C  -0.272  0.088  0.326
N  0.345  -1.224  0.252
I  -2.312  0.507  0.145
H  1.149  -0.237  -1.575
H  0.478  1.259  1.521

The value obtained for the LUMO energy is -0.012 Eh. As for the net charge: 0. The spin multiplicity is 1. The value obtained for the energy above the lowest of the compared OMol25 structures with the same formula, charge and spin is 4.320 eV. The molar mass comes out at 166.9 g mol⁻¹. The HOMO energy is -0.341 hartree. For the orbital gap, the calculation gives 0.3290 Ha.

Now the Mulliken charges, all in e: atom 1 (C): -0.1670, atom 2 (C): -0.0174, atom 3 (N): -0.3681, atom 4 (I): 0.0975, atom 5 (H): 0.2937, atom 6 (H): 0.1613

# C2H2IN3O

A molecular structure, C2H2IN3O (wB97M-V/def2-TZVPD, the Open Molecules 2025 dataset).

Element x y z (Å)
C  -0.996  -0.500  0.393
C  0.727  -0.595  -0.598
N  0.066  0.221  0.167
N  0.225  -1.780  -0.885
N  2.447  0.224  -1.328
O  -0.912  -1.733  -0.182
I  2.018  0.887  -3.203
H  -1.818  -0.203  1.008
H  2.328  0.888  -0.616

The value obtained for the LUMO energy is -0.018 Eh. As for the net charge: 0. The spin multiplicity is 1. The value obtained for the energy above the lowest of the compared OMol25 structures with the same formula, charge and spin is 2.930 eV. The molar mass comes out at 211.0 g mol⁻¹. The HOMO energy is -0.340 hartree. For the orbital gap, the calculation gives 0.3225 Ha.

Now the Mulliken charges, all in e: atom 1 (C): 0.1285, atom 2 (C): 0.3672, atom 3 (N): -0.4110, atom 4 (N): -0.3041, atom 5 (N): -0.5652, atom 6 (O): -0.0867, atom 7 (I): 0.1613, atom 8 (H): 0.4122, atom 9 (H): 0.2978

# C2H2INO2

C2H2INO2 in the gas phase (wB97M-V/def2-TZVPD, the Open Molecules 2025 dataset).

Element x y z (Å)
C  0.292  0.189  -0.005
C  1.534  -0.367  0.138
I  3.335  0.540  -0.035
N  1.852  -2.055  0.039
O  0.868  -2.790  0.045
O  3.029  -2.317  -0.099
H  0.083  1.231  0.169
H  -0.486  -0.468  0.064

Its SMILES is C=C(I)[N+](=O)[O-]. The value obtained for the LUMO energy is -0.019 Eh. As for the net charge: 0. The spin multiplicity is 1. The value obtained for the energy above the lowest of the compared OMol25 structures with the same formula, charge and spin is 4.743 eV. The molar mass comes out at 198.9 g mol⁻¹. The HOMO energy is -0.357 hartree. For the orbital gap, the calculation gives 0.3378 Ha.

Now the Mulliken charges, all in e: atom 1 (C): -0.6637, atom 2 (C): 0.0288, atom 3 (I): 0.1969, atom 4 (N): 0.7965, atom 5 (O): -0.5137, atom 6 (O): -0.4963, atom 7 (H): 0.3233, atom 8 (H): 0.3282

# C2H2LiMgO2

A molecular structure, C2H2LiMgO2 (wB97M-V/def2-TZVPD, the Open Molecules 2025 dataset).

Element x y z (Å)
O  -1.229  0.361  -0.254
C  0.081  0.417  -0.684
C  1.008  0.013  0.220
O  0.594  -0.263  1.478
Li  -1.717  -1.420  -0.556
Mg  -1.012  0.785  1.639
H  0.260  0.395  -1.762
H  2.015  -0.288  -0.082

The value obtained for the LUMO energy is -0.220 Eh. As for the net charge: +1. The spin multiplicity is 1. The value obtained for the energy above the lowest of the compared OMol25 structures with the same formula, charge and spin is 0.000 eV. The molar mass comes out at 89.3 g mol⁻¹. The HOMO energy is -0.421 hartree. For the orbital gap, the calculation gives 0.2011 Ha.

Now the Mulliken charges, all in e: atom 1 (O): -0.9059, atom 2 (C): -0.3618, atom 3 (C): 0.1215, atom 4 (O): -0.6836, atom 5 (Li): 0.9395, atom 6 (Mg): 1.1103, atom 7 (H): 0.4016, atom 8 (H): 0.3784

# C2H2LiO2Sc

A molecular structure, C2H2LiO2Sc (wB97M-V/def2-TZVPD, the Open Molecules 2025 dataset).

Element x y z (Å)
O  0.542  -0.781  -0.727
C  -0.471  -0.454  0.149
C  -0.368  0.689  0.862
O  0.731  1.461  0.771
Li  0.142  -1.362  -2.381
Sc  2.060  0.375  -0.149
H  -1.405  -1.015  0.069
H  -1.232  1.087  1.406

The value obtained for the LUMO energy is -0.394 Eh. As for the net charge: +2. The spin multiplicity is 1. The value obtained for the energy above the lowest of the compared OMol25 structures with the same formula, charge and spin is 0.146 eV. The molar mass comes out at 109.9 g mol⁻¹. The HOMO energy is -0.635 hartree. For the orbital gap, the calculation gives 0.2410 Ha.

Now the Mulliken charges, all in e: atom 1 (O): -0.7675, atom 2 (C): 0.0737, atom 3 (C): 0.0423, atom 4 (O): -0.5888, atom 5 (Li): 0.9172, atom 6 (Sc): 1.5414, atom 7 (H): 0.4009, atom 8 (H): 0.3809

# C2H2N2

2 unconnected molecules or ions with the total composition C2H2N2 (wB97M-V/def2-TZVPD, the Open Molecules 2025 dataset).

Element x y z (Å)
C  1.581  0.073  -0.536
N  1.918  -0.447  0.433
H  1.138  0.477  -1.407
C  -1.603  -0.047  0.553
N  -1.841  -0.312  -0.545
H  -1.193  0.256  1.502

Its SMILES is C#N.C#N. The value obtained for the LUMO energy is 0.040 Eh. As for the net charge: 0. The spin multiplicity is 1. The value obtained for the energy above the lowest of the compared OMol25 structures with the same formula, charge and spin is 0.276 eV. The molar mass comes out at 54.1 g mol⁻¹. The HOMO energy is -0.463 hartree. For the orbital gap, the calculation gives 0.5025 Ha.

Now the Mulliken charges, all in e: atom 1 (C): 0.0618, atom 2 (N): -0.3556, atom 3 (H): 0.2918, atom 4 (C): 0.0876, atom 5 (N): -0.3650, atom 6 (H): 0.2793

Number 1: F_max 3.10 eV Å⁻¹. Number 2: F_max 4.55 eV Å⁻¹. Number 3: F_max 3.15 eV Å⁻¹. Number 4: F_max 3.12 eV Å⁻¹. Number 5: F_max 2.71 eV Å⁻¹. Number 6: F_max 4.64 eV Å⁻¹. Number 7: F_max 4.06 eV Å⁻¹. Number 8: F_max 6.54 eV Å⁻¹. Number 9: F_max 4.43 eV Å⁻¹. Number 10: F_max 2.00 eV Å⁻¹. Number 11: F_max 3.25 eV Å⁻¹. Number 12: F_max 1.30 eV Å⁻¹.